Molecular formula: C4H7NOS
Method: DFT, ωB97M-V/def2-TZVPD

Geometry as XYZ:
```
14
C4H7NOS, DFT ωB97M-V/def2-TZVPD
S 2.24 -0.54 0.18
O -1.69 -0.28 -0.27
N -0.26 -0.67 -0.28
C -0.24 -2.17 -0.56
C 0.06 2.47 0.09
C 0.68 1.45 0.70
C 0.82 0.18 0.19
H -1.76 -0.06 0.69
H 0.94 -2.60 -0.94
H -0.59 -2.81 0.57
H -0.04 3.58 0.41
H -1.17 -2.46 -1.29
H 1.35 1.60 1.56
H -0.34 2.32 -1.05
```

Properties
**Kohn-Sham gap**: 8.32 eV
**HOMO level**: -8.49 eV
**Total charge**: 0
**Energy relative to the best compared isomer or geometry (same formula, charge and spin)**: 559.2 kJ/mol
**DFT total energy**: -684.59410 Ha

What are the Mulliken partial charges on each atom? They are as follows, in elementary charge units: -0.40 -0.42 0.06 -0.75 -0.43 -0.53 0.59 0.35 0.27 0.22 0.27 0.27 0.31 0.19